[1]
Computed, not measured: an isolated molecule of C17H20N2O5S in a non-equilibrium geometry, with ωB97M-V/def2-TZVPD.

Each line ends with the Mulliken charge.
Element x y z (Å)
1 C 5.792862 2.887837 -0.171751  -0.967
2 O 5.604072 1.531993 0.140595  -0.436
3 C 4.373905 0.962448 -0.105199  1.240
4 C 3.319614 1.663545 -0.679200  -0.391
5 C 2.097835 1.068808 -0.926952  -1.385
6 C 1.899221 -0.265676 -0.597485  0.324
7 N 0.645447 -0.825634 -0.871671  0.043
8 C 0.159573 -2.033617 -0.510081  0.789
9 O 0.774799 -2.919020 0.045415  -0.655
10 C -1.330427 -2.182570 -0.861177  -1.254
11 N -2.185781 -1.414950 0.025775  0.141
12 C -2.131943 -1.784387 1.423041  -0.943
13 S -2.189442 0.250063 -0.193793  1.575
14 O -1.397421 0.925756 0.793664  -0.709
15 O -1.877937 0.499712 -1.578189  -0.770
16 C -3.917707 0.602469 0.094696  -0.266
17 C -4.846514 0.104171 -0.798150  -0.452
18 C -6.190943 0.354583 -0.581123  -0.680
19 C -6.586096 1.095391 0.522883  -0.342
20 C -5.644274 1.590960 1.410538  -0.653
21 C -4.297563 1.343510 1.196310  -0.086
22 C 2.938923 -0.978413 -0.020587  -0.380
23 C 4.173917 -0.388642 0.234565  0.180
24 O 5.074071 -1.241928 0.797532  -0.449
25 C 6.341870 -0.803677 1.227998  -0.758
26 H 5.108978 3.532969 0.389621  0.359
27 H 6.818121 3.111311 0.121366  0.253
28 H 5.676080 3.077680 -1.243943  0.351
29 H 3.445879 2.700501 -0.944419  0.368
30 H 1.295522 1.642393 -1.365210  0.380
31 H -0.007134 -0.181359 -1.306571  0.198
32 H -1.521409 -1.827676 -1.874997  0.397
33 H -1.608527 -3.236338 -0.777179  0.483
34 H -1.157632 -1.568890 1.870807  0.325
35 H -2.343479 -2.848346 1.517150  0.344
36 H -2.896426 -1.213992 1.947598  0.346
37 H -4.502707 -0.462266 -1.648380  0.387
38 H -6.929564 -0.025547 -1.270178  0.391
39 H -7.634971 1.289495 0.690381  0.387
40 H -5.956854 2.169228 2.266585  0.395
41 H -3.533577 1.717007 1.860023  0.484
42 H 2.812364 -2.012754 0.249694  0.615
43 H 6.804531 -1.681488 1.679677  0.288
44 H 6.264799 -0.010038 1.974350  0.281
45 H 6.957340 -0.456514 0.395535  0.250

Atoms 1-2, force components in eV/Å:
C 0.0 0.2 0.0
O -0.2 -0.4 0.0

## Properties
- Charge: 0
- Multiplicity: 1
- SMILES string: COc1ccc(NC(=O)CN(C)S(=O)(=O)c2ccccc2)cc1OC

[2]
Computed, not measured: a cluster of 4 separate species, C17H20N4 in total in a non-equilibrium geometry, with ωB97M-V/def2-TZVPD.

Each line ends with the Mulliken charge.
Element x y z (Å)
1 C -1.053056 -1.809748 -4.152218  0.133
2 C -0.806370 -2.441542 -5.401025  -0.922
3 C -1.564123 -1.818496 -6.347567  -0.363
4 N -2.292418 -0.840500 -5.707765  -0.007
5 C -1.978649 -0.829184 -4.382316  -0.576
6 H -0.667486 -2.066799 -3.180036  0.546
7 H -0.071884 -3.203545 -5.606721  0.373
8 H -1.741234 -1.970972 -7.397753  0.378
9 H -2.919168 -0.207848 -6.171073  0.183
10 H -2.507997 -0.166309 -3.719527  0.246
11 C 2.629003 4.140615 3.681462  -0.447
12 C 3.230325 3.227745 4.583664  -0.399
13 C 2.326884 2.222245 4.827534  -0.416
14 N 1.215589 2.472772 4.058034  0.005
15 C 1.385097 3.636000 3.377239  -0.607
16 H 3.039883 5.061159 3.303666  0.420
17 H 4.193845 3.242114 5.066584  0.385
18 H 2.409028 1.308231 5.388738  0.384
19 H 0.378654 1.920258 4.021207  0.203
20 H 0.700583 4.052103 2.658268  0.485
21 C -0.078261 -3.837660 2.928763  -0.581
22 C 0.591055 -4.460732 1.848139  -0.562
23 C 0.526757 -3.618361 0.764414  -0.402
24 N -0.125425 -2.484822 1.169239  0.204
25 C -0.479317 -2.598692 2.483883  -0.341
26 H -0.227020 -4.179427 3.938924  0.388
27 H 1.051416 -5.434674 1.894215  0.378
28 H 0.839977 -3.697151 -0.261918  0.364
29 H -0.385917 -1.698600 0.580088  0.417
30 H -1.066399 -1.810719 2.926315  0.371
31 C -0.801202 2.759833 -0.905903  -0.264
32 C -1.582889 1.766311 -1.478080  -0.570
33 C -1.333074 0.457599 -1.087414  -0.207
34 N -0.380914 0.095273 -0.236820  -0.427
35 C 0.436955 1.053851 0.205387  -0.393
36 C 0.228956 2.399167 -0.053655  -0.663
37 H -0.932552 3.806924 -1.150282  0.375
38 H -2.382728 2.034771 -2.152476  0.349
39 H -1.974937 -0.322255 -1.487077  0.517
40 H 1.302390 0.705422 0.758872  0.477
41 H 0.866622 3.135643 0.414994  0.566

Atoms 1-2, force components in eV/Å:
C -0.3 0.0 0.1
C 0.6 -0.1 -0.1

## Properties
- Charge: 0
- Multiplicity: 1
- SMILES string: c1cc[nH]c1.c1cc[nH]c1.c1cc[nH]c1.c1ccncc1

[3]
Computed, not measured: an isolated molecule of C17H20N4O3 in a non-equilibrium geometry, with ωB97M-V/def2-TZVPD.

Each line ends with the Mulliken charge.
Element x y z (Å)
1 C 4.954994 1.361912 -2.487756  -0.770
2 O 4.208323 0.389208 -1.805626  -0.277
3 C 4.370771 0.453154 -0.409029  -0.483
4 C 3.491408 -0.610065 0.243853  -0.675
5 O 2.113030 -0.307577 0.125012  -0.170
6 C 1.612992 0.592931 0.997228  -0.094
7 O 2.290322 1.112607 1.859854  -0.676
8 C 0.194454 0.830975 0.757331  -0.108
9 C -0.522076 1.686650 1.535208  0.777
10 C 0.044344 2.438467 2.691417  -1.317
11 N -1.850728 1.908762 1.285339  -0.096
12 C -2.429172 1.397828 0.157884  0.555
13 N -3.625025 1.638072 -0.333123  -0.848
14 C -3.638732 0.892411 -1.471265  0.484
15 C -4.803407 0.840891 -2.383829  -1.056
16 N -2.523195 0.229925 -1.680200  -1.653
17 N -1.744684 0.558750 -0.634351  1.150
18 C -0.433337 0.023586 -0.366597  0.086
19 C -0.543578 -1.438305 0.022444  0.244
20 C 0.052351 -2.426134 -0.746321  0.051
21 C -0.058612 -3.755688 -0.379464  -0.807
22 C -0.771983 -4.107709 0.753567  -0.371
23 C -1.373932 -3.125157 1.521103  -0.870
24 C -1.258343 -1.795499 1.158095  -0.077
25 H 6.029492 1.243672 -2.297691  0.304
26 H 4.656946 2.375575 -2.191287  0.315
27 H 4.755733 1.220214 -3.547797  0.236
28 H 5.421559 0.266103 -0.136420  0.455
29 H 4.088106 1.446604 -0.030751  0.352
30 H 3.757439 -0.693822 1.302881  0.411
31 H 3.622422 -1.564598 -0.267107  0.342
32 H -0.724859 3.029263 3.184000  0.357
33 H 0.846227 3.093200 2.356491  0.307
34 H 0.490867 1.750355 3.405675  0.297
35 H -2.375391 2.584635 1.817493  0.286
36 H -5.026083 1.838490 -2.757212  0.267
37 H -4.578428 0.177792 -3.213209  0.310
38 H -5.677417 0.478354 -1.846606  0.270
39 H 0.170228 0.103436 -1.279467  0.622
40 H 0.608945 -2.149520 -1.628719  0.401
41 H 0.410453 -4.520138 -0.981394  0.392
42 H -0.860225 -5.145826 1.038475  0.396
43 H -1.933426 -3.394463 2.405052  0.392
44 H -1.727990 -1.030193 1.760676  0.288

Atoms 1-2, force components in eV/Å:
C 0.0 0.1 0.0
O -0.2 -0.2 0.1

## Properties
- Charge: 0
- Multiplicity: 1
- SMILES string: COCCOC(=O)C1=C(C)Nc2nc(C)nn2[C@@H]1c1ccccc1

[4]
Computed, not measured: an isolated molecule of C17H20N4O3S2 in a non-equilibrium geometry, with ωB97M-V/def2-TZVPD.

Each line ends with the Mulliken charge.
Element x y z (Å)
1 C 2.291165 0.851174 -2.626411  -0.911
2 C 1.138593 -0.119264 -2.721541  -0.578
3 S -0.091095 0.232370 -1.425476  1.233
4 O -1.128553 -0.753030 -1.558803  -0.681
5 O -0.461317 1.614366 -1.520223  -0.689
6 N 0.639655 0.005331 0.022318  0.474
7 C 1.134795 -1.306377 0.344357  -2.053
8 C 2.635525 -1.289165 0.471590  1.560
9 C 3.365305 -2.460248 0.309952  -0.794
10 C 4.742424 -2.458711 0.426767  -0.578
11 C 5.404989 -1.274256 0.704573  -0.665
12 C 4.684857 -0.106351 0.867834  -0.707
13 C 3.297830 -0.095917 0.758288  0.297
14 C 2.561246 1.206106 0.935972  -1.071
15 C 1.043367 1.010704 0.976867  -0.238
16 C 0.312695 2.333348 0.776539  -0.455
17 O 0.877951 3.376408 0.564839  -0.635
18 N -1.047925 2.305768 0.988172  0.031
19 C -1.834959 1.183275 0.972834  0.344
20 N -1.558384 0.069135 1.556430  -0.135
21 N -2.450423 -0.884497 1.336776  -0.535
22 C -3.438850 -0.532271 0.595621  0.375
23 C -4.510356 -1.414227 0.153440  -0.140
24 C -4.563104 -2.814367 0.699732  -0.615
25 C -4.110887 -2.596354 -0.702633  -0.469
26 S -3.345916 1.144584 0.076912  -0.237
27 H 1.898686 1.848641 -2.438531  0.278
28 H 2.860400 0.868658 -3.553545  0.449
29 H 2.962713 0.572124 -1.818694  0.059
30 H 1.439527 -1.156978 -2.617562  0.374
31 H 0.571995 0.004285 -3.640822  0.509
32 H 0.675552 -1.639282 1.286733  0.428
33 H 0.801342 -1.986704 -0.440351  0.673
34 H 2.840326 -3.379180 0.092131  0.435
35 H 5.297444 -3.375708 0.298859  0.403
36 H 6.480695 -1.262130 0.794955  0.393
37 H 5.198772 0.818620 1.086260  0.475
38 H 2.809439 1.890965 0.120091  0.399
39 H 2.885779 1.689526 1.860076  0.634
40 H 0.741052 0.639228 1.968439  0.713
41 H -1.507677 3.164757 0.706490  0.289
42 H -5.434493 -0.907764 -0.091796  0.443
43 H -3.820312 -3.070769 1.437376  0.257
44 H -5.537647 -3.246448 0.869245  0.262
45 H -3.060415 -2.688653 -0.929464  0.112
46 H -4.770330 -2.865292 -1.513582  0.288

Atoms 1-2, force components in eV/Å:
C 0.1 0.1 0.0
C -0.4 0.3 0.7

## Properties
- Charge: 0
- Multiplicity: 1
- SMILES string: CCS(=O)(=O)N1Cc2ccccc2C[C@H]1C(=O)Nc1nnc(C2CC2)s1

[5]
Computed, not measured: an isolated molecule of C17H20N4O4S2 in a non-equilibrium geometry, with ωB97M-V/def2-TZVPD.

Each line ends with the Mulliken charge.
Element x y z (Å)
1 C -9.534229 -1.848885 -0.495923  -0.731
2 O -8.463232 -0.942696 -0.551801  -0.271
3 C -8.001462 -0.548466 0.715792  -0.588
4 C -6.809121 0.368299 0.525766  -0.593
5 S -5.451692 -0.570636 -0.258696  -0.125
6 C -4.163647 0.528100 0.057097  0.442
7 N -4.262946 1.648683 0.684877  -0.108
8 N -3.120603 2.303449 0.802210  -0.766
9 C -2.103665 1.711330 0.272252  0.444
10 N -0.871745 2.297866 0.301401  -0.062
11 C 0.389777 1.910752 -0.092353  0.408
12 O 1.293998 2.705308 -0.005688  -0.646
13 C 0.555912 0.488825 -0.597132  -0.097
14 C 0.428774 -0.508486 0.557215  -0.758
15 C 1.865081 -0.748110 1.016481  0.398
16 O 2.170162 -1.285742 2.054855  -0.669
17 N 2.696004 -0.282007 0.049171  0.171
18 C 4.100440 -0.311478 0.077058  0.310
19 C 4.827056 -0.182458 -1.100951  -0.629
20 C 6.212088 -0.198019 -1.091456  -0.404
21 C 6.902251 -0.347048 0.104183  0.819
22 O 8.259100 -0.377208 0.229687  -0.460
23 C 9.042841 -0.250971 -0.930666  -0.835
24 C 6.172689 -0.478784 1.286738  -0.766
25 C 4.796829 -0.458650 1.277415  -0.413
26 C 1.989260 0.263059 -1.093277  -1.467
27 S -2.521229 0.166735 -0.481772  -0.226
28 H -9.247786 -2.770892 0.024610  0.306
29 H -9.797411 -2.079379 -1.525621  0.240
30 H -10.399668 -1.409261 0.015140  0.291
31 H -7.713452 -1.430453 1.310066  0.355
32 H -8.791007 -0.008896 1.264567  0.396
33 H -6.436540 0.748804 1.474023  0.411
34 H -7.060946 1.192669 -0.138691  0.327
35 H -0.901322 3.234131 0.697957  0.282
36 H -0.170517 0.306752 -1.391631  0.740
37 H -0.170067 -0.151940 1.394195  0.456
38 H 0.009451 -1.458941 0.222388  0.399
39 H 4.326274 -0.073476 -2.049792  0.345
40 H 6.734822 -0.093714 -2.029191  0.375
41 H 8.852164 -1.066270 -1.636546  0.336
42 H 10.077466 -0.302084 -0.594923  0.237
43 H 8.872573 0.708873 -1.429626  0.331
44 H 6.714042 -0.592599 2.212179  0.410
45 H 4.253859 -0.565515 2.200513  0.435
46 H 2.449851 1.205044 -1.402408  0.542
47 H 1.999504 -0.445595 -1.929711  0.411

Atoms 1-2, force components in eV/Å:
C -0.1 -0.1 0.0
O 0.2 0.1 -0.1

## Properties
- Charge: 0
- Multiplicity: 1
- SMILES string: COCCSc1nnc(NC(=O)[C@@H]2CC(=O)N(c3ccc(OC)cc3)C2)s1

[6]
Computed, not measured: an isolated molecule of C17H20N4O4S3 in a non-equilibrium geometry, with ωB97M-V/def2-TZVPD.

Each line ends with the Mulliken charge.
Element x y z (Å)
1 C 4.424515 1.729499 -0.515738  -0.641
2 C 4.528871 0.644556 0.225147  -0.261
3 C 4.707986 -0.754860 -0.263199  -0.561
4 S 4.703547 -0.948476 -2.075967  -0.126
5 C 3.009115 -0.844100 -2.371657  0.221
6 N 2.101516 -0.698929 -1.470219  -0.690
7 N 0.865456 -0.661987 -1.948733  0.178
8 C 0.786404 -0.780463 -3.225519  0.405
9 N -0.338604 -0.771900 -3.990607  -0.104
10 C -1.667241 -0.539486 -3.653598  -0.192
11 O -2.445050 -0.297288 -4.545582  -0.618
12 C -2.063575 -0.626854 -2.227903  0.618
13 C -1.663162 -1.682339 -1.413327  -0.140
14 C -2.134372 -1.758722 -0.114423  -0.595
15 C -3.003062 -0.794197 0.356080  0.269
16 S -3.687614 -0.974405 2.010522  1.271
17 O -5.093466 -0.715280 1.929669  -0.724
18 O -3.229860 -2.228138 2.533167  -0.695
19 N -3.061799 0.209216 2.990008  -0.234
20 C -1.653030 0.158444 3.296068  -1.088
21 C -0.864179 1.302209 2.638138  0.413
22 C 0.650447 1.043487 2.656227  -1.055
23 C 0.906167 0.504341 1.250750  0.434
24 C -0.110466 1.299689 0.442592  0.162
25 O -1.252295 1.425443 1.274833  -0.311
26 C -3.430353 0.243719 -0.447481  -0.588
27 C -2.960850 0.326040 -1.745293  -0.849
28 S 2.372191 -0.953524 -4.012120  -0.258
29 H 4.300189 2.702913 -0.075469  0.301
30 H 4.463623 1.695192 -1.591650  0.252
31 H 4.496693 0.708009 1.305962  0.342
32 H 3.916894 -1.398582 0.123678  0.278
33 H 5.676518 -1.147073 0.054730  0.474
34 H -0.183920 -0.763301 -4.993612  0.253
35 H -1.012891 -2.451793 -1.797787  0.466
36 H -1.860726 -2.571608 0.539685  0.577
37 H -3.414103 1.124862 2.763775  0.311
38 H -1.296534 -0.813077 2.948659  0.498
39 H -1.519363 0.209930 4.383090  0.297
40 H -1.124354 2.239094 3.152003  0.295
41 H 1.191811 1.978079 2.806619  0.374
42 H 0.928051 0.345192 3.442240  0.384
43 H 0.670752 -0.557167 1.191040  0.233
44 H 1.921176 0.662157 0.898526  -0.374
45 H 0.280617 2.300477 0.208364  0.308
46 H -0.407895 0.804384 -0.480287  -0.411
47 H -4.137858 0.958084 -0.059420  0.434
48 H -3.285917 1.118533 -2.401980  0.468

Atoms 1-2, force components in eV/Å:
C 0.0 0.2 0.0
C 0.1 -0.1 0.1

## Properties
- Charge: 0
- Multiplicity: 1
- SMILES string: C=CCSc1nnc(NC(=O)c2ccc(S(=O)(=O)NC[C@H]3CCCO3)cc2)s1

Quick rundown of HOMO-LUMO gap, same order as above: 0.295 0.309 0.333 0.343 0.305 0.322 Eh
Quick rundown of total energy, same order as above: -1543.67082 -878.77573 -1104.56694 -1900.89552 -1976.15378 -2374.30595 hartree
Quick rundown of energy relative to the best compared isomer or geometry (same formula, charge and spin), same order as above: 2.172 2.219 2.813 0.991 1.980 0.000 eV